C5H12BrN | the ωB97M-V functional and the def2-TZVPD basis

Geometry as ORCA input:
```
! RIJCOSX wB97M-V def2-TZVPD def2/J DEFGRID3
* xyz 0 1
C -0.18422 2.75840 -0.42055
C -0.12680 -1.63442 -1.16911
C -0.13108 -2.12088 1.26260
C -1.22009 1.72341 -0.68914
C 0.39017 -1.36898 0.14114
N -1.23494 0.73076 0.34274
Br -2.69339 -0.23205 0.36570
H 0.07415 3.23630 -1.48275
H -0.58622 3.59368 0.16714
H 0.85888 2.48618 -0.13130
H -1.28145 -1.80044 -1.11789
H -0.03532 -0.68086 -1.70419
H 0.16898 -2.48874 -1.82537
H -0.32620 -3.22644 0.94907
H -1.16631 -1.86782 1.52995
H 0.51701 -1.89779 2.13723
H -2.22063 2.07422 -0.98055
H -0.77880 1.09204 -1.46418
H 0.96677 -0.49205 0.30154
*
```

Properties
HOMO-LUMO gap (alpha / beta), eV: 9.334 / 6.647
LUMO (alpha / beta), eV: 0.6714 / -0.4266
E_HOMO (alpha / beta), eV: -8.6626 / -7.0732
ΔE to the lowest compared entry with this formula, charge and spin, kJ/mol: 321.42

---

C7H12BrNO4 | the ωB97M-V functional and the def2-TZVPD basis

Geometry as ORCA input:
```
! RIJCOSX wB97M-V def2-TZVPD def2/J DEFGRID3
* xyz 0 1
C 2.99772 -1.61927 0.39530
C 3.12322 -0.24172 -0.34021
C 1.94829 0.69780 0.07785
O 1.09817 0.87941 -1.06788
C 0.06510 1.72828 -0.77911
O 0.23346 2.76737 -0.28054
O -1.15399 1.22633 -1.12077
C -1.65438 0.53212 0.04316
N -2.63755 1.38268 0.70797
C -2.13884 -0.89686 -0.28174
C -3.63194 -1.04157 -0.62327
O -3.92234 -1.42202 -1.66619
Br -5.06827 -0.67245 0.64236
H 3.42757 -2.43772 -0.19507
H 1.94774 -1.85844 0.62543
H 3.52988 -1.57947 1.35811
H 3.08671 -0.46273 -1.41246
H 4.07017 0.19783 -0.01042
H 2.41069 1.63939 0.39980
H 1.43141 0.20731 0.91613
H -0.80006 0.41546 0.74137
H -2.19269 2.30097 0.76617
H -2.71468 1.07500 1.67742
H -1.55939 -1.25910 -1.13881
H -1.89600 -1.55858 0.56542
*
```

Properties
HOMO-LUMO gap, eV: 10.350
LUMO, eV: 0.4173
E_HOMO, eV: -9.9330
ΔE to the lowest compared entry with this formula, charge and spin, kJ/mol: 195.82

---

C25H31N3O5S | the ωB97M-V functional and the def2-TZVPD basis

Geometry as ORCA input:
```
! RIJCOSX wB97M-V def2-TZVPD def2/J DEFGRID3
* xyz 0 1
C -2.64075 -2.57938 -1.50014
H -3.15794 -3.52967 -1.39408
H -2.69833 -2.05662 -0.54932
H -3.15746 -1.99151 -2.25509
C -1.19107 -2.84758 -1.88971
N -0.43298 -1.61815 -2.14218
C 0.72362 -1.45411 -1.47513
O 1.10915 -2.23486 -0.61842
C 1.65997 -0.29482 -1.85068
N 1.16491 1.06869 -1.82993
C 1.23754 1.80711 -2.96850
O 1.58960 1.33746 -4.03230
C 0.79995 3.25684 -2.85915
H -0.23807 3.31367 -3.22573
O 0.88558 3.84053 -1.57700
C 0.56073 3.02647 -0.53833
C 0.11085 3.60701 0.64067
C -0.24161 2.81265 1.71927
C -0.09893 1.44562 1.61347
C 0.39736 0.85430 0.46983
C 0.71428 1.63471 -0.63078
H 0.51466 -0.21398 0.47203
S -0.71922 0.32006 2.85150
O -0.91749 1.02851 4.08450
O -1.83521 -0.37520 2.27355
N 0.52471 -0.77132 2.94310
H 0.20963 -1.72712 3.00001
C 1.61827 -0.43282 3.82472
H 1.73170 0.64913 3.71609
C 1.36380 -0.80702 5.29772
H 0.58721 -1.57343 5.33767
H 1.01779 0.04656 5.87575
C 2.68800 -1.38219 5.79388
C 3.22003 -2.12361 4.57019
H 2.67523 -3.05959 4.44044
C 2.91262 -1.16823 3.41628
H 3.72401 -0.45027 3.29928
H 2.77400 -1.68592 2.46886
H 4.28183 -2.35256 4.64546
H 3.37033 -0.57524 6.06473
H 2.56083 -2.03176 6.65839
H -0.62996 3.23480 2.63161
H 0.02668 4.68080 0.68060
H 1.43108 3.85753 -3.51917
H 2.03342 -0.46952 -2.86607
H 2.50135 -0.37357 -1.15290
C -0.89335 -0.72601 -3.18060
C -1.65646 0.49002 -2.69988
C -2.02654 0.67797 -1.37661
C -2.71894 1.81537 -0.99446
C -3.05913 2.77312 -1.93192
C -2.70857 2.58499 -3.26018
C -2.01137 1.45219 -3.64034
H -1.72998 1.31224 -4.67473
H -2.97919 3.32250 -4.00206
H -3.59844 3.65980 -1.63490
H -2.98815 1.93936 0.04341
H -1.78001 -0.05447 -0.62555
H -0.04812 -0.39290 -3.79233
H -1.54888 -1.29680 -3.84402
C -1.10019 -3.78733 -3.09404
H -0.06607 -3.89150 -3.41416
H -1.69387 -3.42928 -3.93252
H -1.47266 -4.76891 -2.81453
H -0.68176 -3.32276 -1.04556
*
```

Properties
HOMO-LUMO gap, eV: 9.404
LUMO, eV: 0.6915
E_HOMO, eV: -8.7128
ΔE to the lowest compared entry with this formula, charge and spin, kJ/mol: 69.41

---

C5H11N3 | the ωB97M-V functional and the def2-TZVPD basis

Geometry as ORCA input:
```
! RIJCOSX wB97M-V def2-TZVPD def2/J DEFGRID3
* xyz 0 1
C -2.81876 0.90003 0.53390
C -2.21595 0.03417 -0.72565
C -0.74205 -1.48621 0.04338
C 1.31631 -1.00819 0.31525
C 2.96477 0.96211 -0.12135
H -2.31259 0.23891 1.72668
H -4.15955 1.06765 0.69315
H -2.13310 2.21830 0.07301
H -2.94145 0.18448 -1.39605
H -1.44250 0.76297 -1.16582
H -0.45012 -2.48395 0.37768
H 1.50176 -2.21563 0.49954
H 3.35387 -0.95814 0.55809
H 2.95936 1.62694 -1.34335
H 2.13118 1.50515 0.48623
H 3.96148 1.05066 0.12092
N -1.95777 -1.29938 -0.43770
N 0.18094 -0.47188 0.04095
N 2.80416 -0.62801 -0.27884
*
```

Properties
HOMO-LUMO gap, eV: 9.256
LUMO, eV: -0.0783
E_HOMO, eV: -9.3346
ΔE to the lowest compared entry with this formula, charge and spin, kJ/mol: 892.06

---

C2HCl2NS | the ωB97M-V functional and the def2-TZVPD basis

Geometry as ORCA input:
```
! RIJCOSX wB97M-V def2-TZVPD def2/J DEFGRID3
* xyz 0 1
C -0.52853 0.50510 -1.13290
C 0.05818 -0.11529 -0.02331
N -0.97168 0.97764 -2.07675
S 0.19284 0.93848 1.40089
Cl -0.76968 -1.70145 0.24511
Cl 1.92391 -0.61466 -0.81614
H 0.09497 0.01017 2.40311
*
```

Properties
HOMO-LUMO gap, eV: 9.528
LUMO, eV: -1.1833
E_HOMO, eV: -10.7109
ΔE to the lowest compared entry with this formula, charge and spin, kJ/mol: 75.16

---

C51H49NO17Si | the ωB97M-V functional and the def2-TZVPD basis

Geometry as ORCA input:
```
! RIJCOSX wB97M-V def2-TZVPD def2/J DEFGRID3
* xyz 0 1
N -0.98044 0.86192 4.62606
Si -1.38053 1.39260 3.00891
C -2.57263 2.85076 2.99072
C -3.77597 2.81550 3.95061
C -5.10694 2.35572 3.35161
O -5.09201 2.53119 1.94166
C -1.89135 -0.04504 1.93593
C -3.24955 -0.70971 2.21582
C -3.29957 -1.49654 3.51507
O -3.73577 -0.72193 4.63495
C 0.22349 2.08757 2.29224
C 1.19758 0.97500 1.93572
C 1.99296 0.37186 3.00466
O 2.57562 1.29261 2.02791
H -0.63996 1.60955 5.21542
H -1.68725 0.33790 5.12578
H -2.86907 3.07980 1.97198
H -1.93490 3.67229 3.31375
H -3.54137 2.20915 4.82687
H -3.91855 3.82211 4.34502
H -5.93299 2.91724 3.78809
H -5.29415 1.30485 3.59129
H -5.97256 2.34970 1.60196
H -1.12555 -0.81604 2.03599
H -1.86224 0.25893 0.89046
H -4.07381 0.00361 2.20002
H -3.45201 -1.41164 1.40566
H -2.31902 -1.92827 3.71957
H -4.01086 -2.31530 3.42309
H -3.68042 0.20930 4.40231
H 0.00071 2.65831 1.39012
H 0.72817 2.71265 3.03017
H 0.90479 0.33420 1.12230
H 1.94054 0.81871 3.98341
H 2.41544 -0.61256 2.88358
C 0.35135 -5.37451 4.90449
C 0.07249 -4.17163 4.41057
C 0.31999 -3.85220 2.98246
O 0.06548 -2.75415 2.53466
C 0.88890 -4.92167 2.12501
C 1.16753 -6.12462 2.61844
C 0.92006 -6.44727 4.04816
O 1.17254 -7.54306 4.49670
H 0.18146 -5.63254 5.94191
H -0.34070 -3.37322 5.01458
H 1.05876 -4.66248 1.08751
H 1.58245 -6.92148 2.01459
C 1.36756 -0.77240 -1.73377
C 1.86538 -1.59451 -2.65228
C 1.03276 -2.06302 -3.78452
O 1.48341 -2.80858 -4.63517
C -0.37003 -1.59597 -3.85998
C -0.87054 -0.77681 -2.93981
C -0.03946 -0.29896 -1.80805
O -0.48609 0.45489 -0.96953
H 1.95616 -0.40181 -0.90344
H 2.89035 -1.94136 -2.63031
H -0.95322 -1.96387 -4.68995
H -1.89441 -0.42625 -2.96812
C 4.61049 6.94664 2.54008
C 3.74608 6.47807 3.43473
C 3.25826 5.07558 3.37197
O 2.46300 4.65866 4.18938
C 3.77140 4.21206 2.27722
C 4.63597 4.68822 1.38358
C 5.12420 6.08679 1.44147
O 5.91094 6.52084 0.62743
H 4.98057 7.96387 2.56226
H 3.35775 7.08529 4.24289
H 3.39603 3.19177 2.24774
H 5.02368 4.08184 0.57450
C -1.32611 -5.25377 -5.33967
C -1.23173 -6.50085 -5.79228
C -2.37664 -7.44280 -5.70849
O -2.29207 -8.57730 -6.12302
C -3.63299 -6.94164 -5.09229
C -3.72682 -5.69652 -4.63575
C -2.58299 -4.75537 -4.72907
O -2.67577 -3.61933 -4.30797
H -0.49686 -4.55641 -5.38192
H -0.32420 -6.89339 -6.23061
H -4.45294 -7.64642 -5.03926
H -4.62925 -5.30765 -4.18155
C -1.12095 7.85068 6.20559
C -0.83592 7.00733 5.21732
C -1.83095 6.70185 4.15812
O -1.57074 5.92916 3.26189
C -3.15434 7.36952 4.24150
C -3.43854 8.21250 5.23010
C -2.44387 8.52129 6.29015
O -2.70301 9.29031 7.18934
H -0.41490 8.08971 6.99061
H 0.11964 6.50303 5.13328
H -3.86073 7.12733 3.45733
H -4.39521 8.71201 5.31439
C 0.91158 1.79446 -6.43837
C 1.82175 1.09669 -5.76526
C 2.45879 1.64356 -4.54011
O 3.27864 0.99940 -3.92152
C 2.04166 2.99562 -4.09223
C 1.13135 3.69372 -4.76524
C 0.49356 3.14910 -5.99169
O -0.33739 3.78215 -6.60372
H 0.43271 1.41894 -7.33374
H 2.14126 0.10709 -6.06913
H 2.51745 3.36906 -3.19426
H 0.80960 4.68067 -4.45862
C 4.22172 -4.77804 -6.57413
C 3.26853 -5.18319 -5.73886
C 2.75801 -6.57573 -5.78128
O 1.87813 -6.94545 -5.03107
C 3.34908 -7.50038 -6.78207
C 4.30303 -7.09323 -7.61425
C 4.81554 -5.69813 -7.57622
O 5.68445 -5.33021 -8.33598
H 4.60916 -3.76697 -6.56620
H 2.82145 -4.52517 -5.00516
H 2.95746 -8.50986 -6.79127
H 4.75004 -7.74553 -8.35358
*
```

Properties
HOMO-LUMO gap, eV: 7.345
LUMO, eV: -1.7143
E_HOMO, eV: -9.0594